Entry 1:
27
Properties=species:S:1:pos:R:3:lowdin_charge:R:1 method="wB97M-V/def2-TZVPD" charge=+1 relative_energy_ev=0.409 e_lumo_ha=-0.12218 spin_multiplicity=1 orbital_gap_ev=9.15
C 2.20 2.07 -0.11 -0.048
C 3.27 1.19 -0.06 -0.055
C 0.90 1.59 -0.11 -0.040
C 3.07 -0.18 0.00 -0.006
C 0.72 0.23 -0.04 0.021
C 1.76 -0.66 0.01 -0.213
C 0.31 -2.59 -0.02 -0.048
C -1.78 0.02 1.18 -0.140
C -2.80 0.89 -0.67 -0.206
C -1.06 -0.53 -0.06 -0.316
N 1.50 -2.05 0.07 0.140
N -2.30 1.26 0.64 -0.035
N -1.84 -0.10 -1.15 0.046
N -0.83 -1.95 -0.08 0.150
H 2.38 3.14 -0.14 0.115
H 4.28 1.57 -0.06 0.116
H 0.05 2.25 -0.14 0.112
H 3.90 -0.86 0.04 0.119
H 0.27 -3.68 -0.03 0.170
H -2.57 -0.69 1.50 0.128
H -1.11 0.21 2.01 0.129
H -3.79 0.39 -0.63 0.122
H -2.88 1.76 -1.32 0.127
H 2.32 -2.65 0.14 0.177
H -2.99 1.70 1.22 0.128
H -1.33 0.16 -1.98 0.135
H -1.67 -2.50 -0.21 0.173

=====

Entry 2:
25
Properties=species:S:1:pos:R:3:lowdin_charge:R:1 method="wB97M-V/def2-TZVPD" relative_energy_ev=5.502 e_lumo_ha="-0.02571 / -0.01599" spin_multiplicity=1 orbital_gap_ev="7.54 / 7.35"
C 3.38 0.57 0.84 -0.084
C 2.77 -0.61 1.26 -0.084
C 2.87 1.25 -0.25 -0.086
C 1.68 -1.11 0.59 -0.038
C 1.77 0.77 -0.93 -0.057
C 1.15 -0.44 -0.54 -0.324
C -2.24 -0.45 -0.05 -0.021
C -3.00 -1.68 0.17 -0.069
C -1.59 1.84 -0.05 0.005
C 0.10 -1.00 -1.28 0.073
N -2.51 0.75 0.27 -0.361
O -3.58 1.06 0.89 -0.104
H 4.24 0.94 1.36 0.101
H 3.16 -1.14 2.12 0.104
H 3.34 2.17 -0.58 0.104
H 1.21 -2.02 0.92 0.112
H 1.40 1.30 -1.79 0.111
H -2.54 -2.27 0.97 0.081
H -3.01 -2.29 -0.73 0.073
H -4.03 -1.44 0.46 0.082
H -1.12 2.19 0.87 0.102
H -0.83 1.50 -0.74 0.054
H -2.17 2.66 -0.48 0.098
H -0.24 -0.52 -2.18 0.068
H -0.20 -2.02 -1.11 0.061

=====

Entry 3:
27
Properties=species:S:1:pos:R:3:lowdin_spin:R:1 method="wB97M-V/def2-TZVPD" s_squared=6.007 charge=-1 e_lumo_ha="0.10225 / 0.10226" spin_multiplicity=5 orbital_gap_ev="5.13 / 5.12"
C -1.29 1.52 1.35 -0.003
C -0.13 2.27 0.94 -0.003
C 1.03 1.67 1.55 -0.006
C 0.56 0.54 2.35 0.000
C -0.87 0.45 2.20 -0.001
Pm 0.40 -0.12 -0.05 4.050
C -0.71 0.85 -2.01 -0.018
C -1.84 -0.01 -1.58 -0.001
C -3.16 0.29 -1.91 -0.003
N -1.58 -1.12 -0.81 -0.009
H 2.08 1.90 1.33 0.000
H -0.11 3.09 0.20 0.000
H 1.21 -0.21 2.83 0.001
H -1.51 -0.33 2.63 0.001
H -2.32 1.69 0.99 0.000
H -0.86 1.93 -2.13 0.000
H -2.30 -1.77 -0.43 0.000
H 0.09 0.35 -2.59 0.000
H -3.32 1.13 -2.56 0.000
H -3.95 -0.36 -1.56 0.000
C 3.61 -2.81 0.51 0.000
C 2.72 -1.67 0.17 0.001
O 3.08 -0.61 -0.41 -0.001
O 1.48 -1.90 0.55 -0.007
H 4.61 -2.59 0.18 0.000
H 3.25 -3.71 0.02 0.000
H 3.61 -2.98 1.58 0.000

=====

Entry 4:
27
Properties=species:S:1:pos:R:3:lowdin_charge:R:1 method="wB97M-V/def2-TZVPD" relative_energy_ev=3.560 e_lumo_ha=0.02698 spin_multiplicity=1 orbital_gap_ev=9.73
C 0.40 3.37 1.63 -0.081
C -0.72 2.75 1.19 -0.125
C 1.63 2.71 1.44 -0.068
C -0.73 1.51 0.65 -0.021
C 1.66 1.47 0.84 -0.062
C 0.50 0.81 0.51 -0.181
C 0.48 -0.58 -0.16 -0.231
C -0.26 -1.66 0.67 -0.279
C 0.35 -3.03 0.51 -0.086
C -0.35 -0.46 -2.69 -0.063
N -0.58 -0.37 -1.23 -0.240
O -2.88 -0.98 -0.27 -0.268
O -1.63 -2.62 -1.50 -0.287
S -1.62 -1.53 -0.59 0.651
H 0.16 4.31 2.07 0.102
H -1.65 3.33 1.26 0.117
H 2.58 3.00 1.63 0.062
H -1.69 0.98 0.27 0.129
H 2.66 0.98 0.57 0.137
H 1.53 -0.89 -0.62 0.190
H -0.56 -1.49 1.59 0.079
H 1.23 -3.02 1.13 0.076
H 0.69 -3.10 -0.56 0.098
H -0.36 -3.86 0.85 0.118
H 0.03 0.46 -2.98 0.059
H 0.36 -1.17 -2.96 0.052
H -1.23 -0.91 -3.27 0.124

=====

Entry 5:
27
Properties=species:S:1:pos:R:3:lowdin_charge:R:1 method="wB97M-V/def2-TZVPD" relative_energy_ev=6.665 e_lumo_ha="0.01482 / -0.00643" spin_multiplicity=1 orbital_gap_ev="6.86 / 6.40"
C -3.48 -0.07 0.11 -0.121
C -3.05 -0.34 -1.15 -0.114
C -3.07 1.10 0.82 -0.106
C -2.04 0.42 -1.73 -0.023
C -2.09 1.90 0.27 -0.096
C -1.47 1.59 -0.98 -0.230
C -0.42 2.29 -1.44 -0.136
C 0.23 0.31 2.19 -0.070
C 3.26 -0.96 -1.55 -0.207
C 1.57 0.06 0.14 -0.435
N 1.02 -0.48 1.23 -0.110
O 0.53 2.90 -1.73 0.177
O 0.77 -1.97 -1.18 -0.549
S 1.40 -0.64 -1.42 0.860
H -4.14 -0.77 0.61 0.097
H -3.42 -1.23 -1.66 0.114
H -3.64 1.38 1.77 0.130
H -1.78 0.42 -2.81 0.120
H -1.46 2.50 1.07 0.139
H 0.67 0.37 3.20 0.074
H 0.04 1.33 1.73 0.071
H -0.72 -0.34 2.25 0.109
H 3.53 -1.69 -0.77 0.062
H 3.61 -0.02 -1.25 0.001
H 3.69 -1.27 -2.50 0.042
H 2.08 1.04 0.03 0.094
H 0.64 -1.34 0.79 0.108

=====

Entry 6:
26
Properties=species:S:1:pos:R:3:lowdin_charge:R:1 method="wB97M-V/def2-TZVPD" charge=+1 relative_energy_ev=1.182 e_lumo_ha=-0.21980 spin_multiplicity=1 orbital_gap_ev=7.64
C -1.96 3.38 0.03 -0.120
C -1.81 2.01 -0.17 -0.052
C -0.91 4.20 0.39 -0.337
C 0.61 1.99 0.36 -0.309
C -0.57 1.46 0.02 -0.110
C 2.91 -1.13 -0.54 -0.306
C 0.36 -3.16 -0.75 0.019
C 0.50 -1.82 1.39 -0.009
C -0.63 -0.90 -0.68 0.088
C 0.51 -1.74 -0.14 -0.576
N 1.71 -1.12 -0.60 0.161
O 4.04 -0.94 -0.61 0.209
P 0.73 3.72 0.68 1.076
H -2.94 3.80 -0.14 0.121
H -2.67 1.42 -0.45 0.132
H -1.12 5.26 0.51 0.066
H 1.51 1.41 0.45 0.066
H 0.34 -3.90 0.04 0.093
H -0.56 -3.25 -1.33 0.088
H 1.19 -3.37 -1.42 0.098
H 1.33 -2.42 1.73 0.102
H -0.43 -2.28 1.73 0.098
H 0.58 -0.83 1.84 0.084
H -0.56 0.19 -0.21 0.042
H -0.55 -0.73 -1.75 0.139
H -1.61 -1.27 -0.39 0.135

=====

Entry 7:
26
Properties=species:S:1:pos:R:3:lowdin_charge:R:1 method="wB97M-V/def2-TZVPD" relative_energy_ev=1.944 e_lumo_ha=0.03154 smiles=c1cc2c(s1)CC[C@@H]1NCCO[C@@H]21 spin_multiplicity=1 orbital_gap_ev=9.37
C -1.69 -2.89 0.26 -0.227
C -0.85 -2.59 1.53 -0.160
C -0.75 -0.47 0.42 -0.282
C -0.35 -1.26 -0.82 -0.300
C -0.42 -0.38 -2.04 -0.154
C 0.74 0.62 -2.01 -0.201
C 0.76 1.24 -0.67 -0.486
C 1.01 2.64 1.41 -0.380
C 0.20 1.62 1.61 -0.142
C 0.10 0.79 0.45 -0.203
H -2.69 -2.44 0.55 0.129
H -1.74 -3.99 0.23 0.120
H 0.09 -3.08 1.45 0.099
H -1.37 -2.90 2.50 0.145
H -1.76 -0.11 0.31 0.156
H 0.67 -1.74 -0.68 0.180
H -0.38 -0.98 -2.94 0.111
H -1.41 0.13 -2.02 0.141
H 0.62 1.44 -2.79 0.133
H 1.64 0.03 -2.29 0.124
H 1.38 3.41 2.08 0.063
H -0.33 1.45 2.58 0.138
H -0.86 -3.19 -1.63 0.133
N -1.25 -2.43 -1.03 -0.030
O -0.63 -1.17 1.62 -0.095
S 1.72 2.65 -0.24 0.990

=====

Entry 8:
25
Properties=species:S:1:pos:R:3:lowdin_charge:R:1 method="wB97M-V/def2-TZVPD" charge=-1 relative_energy_ev=0.613 e_lumo_ha=0.11398 spin_multiplicity=1 orbital_gap_ev=7.04
C -0.10 -1.10 -2.38 -0.216
C 0.40 -1.00 -3.79 -0.138
C -0.83 -2.47 -2.06 -0.755
O -0.26 -3.17 -1.18 -0.126
O -1.94 -2.67 -2.59 -0.092
H 0.65 -1.08 -1.58 0.077
H -0.90 -0.40 -2.10 0.092
H 0.94 -1.90 -4.08 0.069
H 0.90 -0.06 -4.08 0.052
H -0.48 -0.74 -4.42 0.066
C -0.97 2.90 2.00 -0.076
C -0.84 0.47 1.31 -0.046
C -0.27 1.61 1.84 -0.299
C -0.15 -0.74 1.28 -0.072
C 1.07 1.54 2.29 -0.064
C 1.14 -0.84 1.81 -0.088
C 1.70 0.30 2.34 -0.114
H -1.89 0.39 1.05 0.114
H -0.54 -1.65 0.84 0.098
H -0.35 3.69 2.41 0.066
H -1.79 2.83 2.73 0.081
H 1.57 2.40 2.71 0.094
H 1.69 -1.77 1.78 0.104
H 2.69 0.26 2.79 0.092
H -1.43 3.22 1.06 0.080

=====

Results for electronic energy: -607.6314, -518.6407, -1202.4828, -992.1686, -992.0545, -859.8255, -916.9881, -539.3696 (in a.u., following the order of the records).